The following is a DFT calculation (ωB97M-V/def2-TZVPD) of a cluster of 9 separate species, C16H39BF4N3O5 in total.

```
68
Properties=species:S:1:pos:R:3:forces:R:3:nbo_charge:R:1
B -0.580870 -0.385941 -0.630300 1.4 0.0 0.8 1.333
F -1.878710 -0.775416 -0.467702 -1.2 -0.5 -0.2 -0.567
F 0.242529 -1.135830 0.309934 -0.5 0.6 -0.8 -0.589
F -0.121379 -0.494150 -1.920128 0.1 -0.7 -0.4 -0.553
F -0.531075 0.984810 -0.328005 0.2 0.9 0.7 -0.594
C -3.614821 2.237370 -2.294789 4.7 -1.2 -0.3 -0.690
C -2.653612 2.372628 -3.510072 -4.7 -0.7 6.3 0.298
N -1.907998 2.448566 -4.327468 3.5 0.5 -4.2 -0.361
H -4.518260 2.537565 -2.623752 -3.3 0.4 -0.8 0.228
H -3.489120 1.241037 -1.821550 -0.6 0.3 -0.9 0.278
H -3.303546 2.872454 -1.479884 0.3 0.7 -0.1 0.245
C 0.442548 3.743786 -2.419222 2.9 -0.2 -1.4 -0.699
C 1.584585 4.191873 -3.308013 -5.3 -2.4 4.7 0.308
N 2.454177 4.493095 -3.916666 5.0 1.9 -3.7 -0.377
H -0.340982 4.252844 -2.893645 -1.9 0.1 0.0 0.244
H 0.446457 2.652726 -2.455151 -0.6 0.2 -0.1 0.284
H 0.652123 4.059712 -1.419243 -0.1 0.3 0.6 0.235
C -0.670427 -0.652790 3.464414 -1.1 1.7 1.0 -0.710
C -1.694693 -0.288007 4.580783 -0.1 -0.8 -0.4 0.307
N -2.459407 -0.016554 5.418991 1.6 -0.4 -1.6 -0.375
H -0.662272 0.217240 2.781232 0.1 -0.5 0.3 0.266
H 0.297302 -0.766306 3.917984 0.5 0.3 0.4 0.236
H -0.783691 -1.544745 2.864012 -1.0 -0.2 0.1 0.270
C 4.016685 -3.050653 -2.310221 0.0 3.3 -2.5 -0.640
C 3.005028 -1.878474 -2.397072 5.4 0.2 6.0 -0.009
O 1.836344 -2.271321 -2.777605 -1.6 -2.5 -4.2 -0.707
H 3.715183 -3.956937 -1.991340 -1.3 -2.7 2.5 0.200
H 4.925678 -2.621795 -1.935411 0.7 -0.4 0.3 0.195
H 4.105476 -3.325925 -3.335215 1.0 0.0 -1.4 0.187
H 3.560026 -1.134998 -2.955941 -0.5 0.7 -0.5 0.140
H 2.989466 -1.502272 -1.232868 -0.2 -0.2 -2.7 0.132
H 1.270400 -1.926600 -2.175930 -3.6 1.6 2.3 0.497
C -3.832341 3.819016 1.664321 0.1 -1.6 -0.2 -0.644
C -2.539455 2.995288 1.277461 -0.1 -0.2 0.4 -0.062
O -2.799063 1.604745 1.296830 -10.6 7.8 10.3 -0.693
H -3.316657 4.769180 1.813393 -1.0 0.5 0.5 0.204
H -4.206671 3.283807 2.628725 0.6 1.4 -1.5 0.230
H -4.731979 3.917499 0.911048 2.1 -0.4 1.2 0.204
H -1.723979 3.320605 2.039466 -1.2 -0.7 -1.0 0.146
H -2.103948 3.157389 0.284749 -0.2 0.8 0.1 0.165
H -2.289662 1.231746 0.817915 10.5 -7.8 -9.8 0.450
C -2.713802 -4.163102 -1.469110 0.1 2.8 -2.3 -0.633
C -3.940928 -3.433122 -0.992323 1.2 2.4 1.8 -0.076
O -3.415666 -2.814218 0.249770 -5.1 -3.3 1.1 -0.742
H -2.486895 -5.023685 -0.880719 -0.1 -0.8 0.0 0.211
H -1.798705 -3.386953 -1.293210 -2.0 -2.0 -1.2 0.221
H -3.094251 -4.274297 -2.546064 2.0 -0.8 0.9 0.200
H -4.787092 -4.084888 -0.773368 0.0 0.1 0.2 0.174
H -4.286628 -2.564809 -1.689465 0.6 -1.6 0.9 0.159
H -2.795198 -2.253257 -0.065921 3.1 3.1 -1.2 0.473
C 3.889783 -2.517978 1.825088 -1.4 -1.5 0.6 -0.621
C 2.438345 -2.404359 2.503281 2.8 3.0 -2.7 -0.086
O 2.495440 -2.909980 3.773170 -4.3 -1.7 1.3 -0.701
H 4.554079 -2.025821 2.479303 1.2 0.8 0.3 0.194
H 3.820389 -2.092947 0.816052 0.3 0.0 0.3 0.221
H 4.255761 -3.634280 1.756817 -1.1 2.0 0.1 0.198
H 1.939824 -2.757761 1.658094 -2.2 -2.4 -0.4 0.184
H 1.956774 -1.364971 2.456866 1.4 -0.6 0.4 0.144
H 1.484218 -3.092242 3.988144 3.2 0.4 -0.1 0.466
C 2.798731 1.655718 1.879049 1.4 3.8 -0.6 -0.617
C 2.892749 2.192912 0.386917 -4.4 -2.0 2.6 -0.065
O 2.398439 1.036759 -0.386946 10.0 1.9 -3.0 -0.691
H 3.488305 0.920204 2.148644 1.5 -1.0 0.2 0.207
H 1.878118 1.227182 1.949698 -2.8 -1.3 0.2 0.198
H 2.788758 2.497602 2.636137 0.3 -0.8 -0.8 0.186
H 3.811189 2.609686 0.146708 1.6 0.4 -1.0 0.183
H 2.026482 2.940110 0.382150 1.5 -0.3 -0.5 0.147
H 1.612389 1.042230 -0.082828 -9.2 -0.8 2.8 0.452
```
Forces are in eV/Å.

The value obtained for the gap between HOMO and LUMO is 9.78 eV. As for the multiplicity: 1. The energy above the lowest of the compared OMol25 structures with the same formula, charge and spin is 37.6 kcal per mole. The value obtained for the electronic energy is -1597.8214 Ha. As for the charge: -1.

The following is a DFT calculation (ωB97M-V/def2-TZVPD) of a cluster of 9 separate species, C16H39BF4N3O5 in total.

```
68
Properties=species:S:1:pos:R:3:forces:R:3:nbo_charge:R:1
B 47.822000 34.450000 62.954000 -0.8 0.2 1.7 1.381
F 46.696000 33.556000 63.283000 1.4 1.7 -0.4 -0.561
F 49.057000 33.785000 63.082000 -0.7 -0.2 -0.2 -0.572
F 47.667000 35.061000 61.727000 0.4 -1.0 -0.4 -0.560
F 47.795000 35.486000 63.928000 0.4 -0.7 -0.3 -0.582
C 50.045000 37.266000 63.165000 -0.4 1.7 -1.5 -0.787
C 51.141000 38.273000 62.838000 3.3 3.5 -0.3 0.285
N 52.036000 39.045000 62.574000 -4.7 -4.1 1.3 -0.388
H 50.051000 36.979000 64.362000 0.1 -0.1 -3.8 0.309
H 49.026000 37.697000 62.836000 1.4 0.1 1.4 0.272
H 50.100000 36.739000 62.106000 0.3 -1.1 2.9 0.299
C 50.781000 31.613000 64.782000 -2.4 1.4 4.7 -0.716
C 50.929000 31.500000 66.332000 -0.4 -0.6 -8.0 0.299
N 51.090000 31.462000 67.431000 0.6 -0.1 5.1 -0.366
H 49.947000 31.073000 64.399000 -2.4 0.3 0.8 0.259
H 50.675000 32.669000 64.650000 0.2 0.4 -1.0 0.269
H 51.283000 31.048000 64.128000 4.4 -1.4 -1.7 0.253
C 47.301000 32.381000 66.353000 -1.7 -0.6 -0.4 -0.717
C 46.522000 31.076000 66.087000 -1.0 -0.3 -0.1 0.296
N 45.865000 30.131000 65.853000 1.9 2.4 0.8 -0.357
H 48.162000 32.351000 65.728000 0.2 0.4 -1.5 0.248
H 46.646000 33.335000 66.242000 1.3 -1.9 0.1 0.278
H 47.874000 32.318000 67.262000 -0.7 0.0 1.1 0.249
C 47.296000 39.182000 60.920000 3.9 0.1 1.4 -0.629
C 47.451000 37.776000 60.319000 -1.5 0.0 0.0 -0.061
O 46.325000 36.970000 60.723000 0.2 -0.3 -0.5 -0.763
H 47.205000 39.224000 62.037000 -0.5 -0.4 -1.0 0.211
H 46.620000 39.823000 60.430000 -1.2 0.4 -0.5 0.209
H 48.329000 39.722000 60.813000 -1.6 -0.9 -0.2 0.201
H 48.357000 37.264000 60.605000 0.5 0.1 0.3 0.162
H 47.483000 37.893000 59.216000 -0.1 -0.2 0.4 0.152
H 46.583000 36.021000 60.857000 -0.1 1.6 -0.2 0.503
C 46.965000 29.709000 60.671000 3.7 6.0 0.0 -0.622
C 47.417000 30.822000 61.652000 -0.9 1.7 1.8 -0.049
O 46.295000 31.226000 62.547000 1.1 -0.4 -1.3 -0.792
H 47.652000 29.884000 59.874000 0.6 -1.1 -0.8 0.199
H 46.039000 29.768000 60.321000 -4.1 1.4 -1.5 0.204
H 46.929000 28.882000 61.152000 0.8 -6.0 2.8 0.202
H 47.746000 31.763000 61.056000 -0.2 -1.5 1.0 0.159
H 48.277000 30.469000 62.385000 -1.3 0.6 -1.8 0.151
H 46.376000 32.188000 62.812000 0.2 -1.6 -0.6 0.500
C 44.260000 38.219000 65.568000 2.1 4.1 -1.4 -0.624
C 45.348000 37.893000 64.569000 -3.2 -9.1 2.4 -0.031
O 46.346000 37.102000 65.212000 -4.6 4.7 5.4 -0.776
H 44.966000 38.592000 66.390000 -1.9 0.0 -0.4 0.218
H 43.897000 37.289000 65.792000 -1.7 -1.9 1.0 0.212
H 43.500000 39.028000 65.079000 1.7 -2.1 1.6 0.202
H 45.745000 38.550000 64.077000 4.3 8.3 -4.5 0.139
H 45.007000 37.256000 63.739000 -0.8 -0.1 0.1 0.153
H 46.931000 36.590000 64.820000 3.6 -3.4 -4.0 0.493
C 44.704000 33.201000 59.971000 -1.4 -2.6 0.0 -0.652
C 45.157000 32.482000 58.663000 -1.9 1.0 0.6 -0.066
O 43.975000 31.785000 58.148000 1.3 1.3 -1.2 -0.743
H 44.218000 32.493000 60.654000 0.4 -0.8 -0.2 0.211
H 43.892000 33.919000 60.039000 0.3 0.7 -1.4 0.222
H 45.497000 33.499000 60.543000 2.3 1.3 1.3 0.214
H 46.057000 31.847000 58.674000 -0.5 -0.1 0.8 0.172
H 45.463000 33.288000 57.992000 -0.6 -0.3 -0.6 0.174
H 43.759000 31.027000 58.671000 0.2 -0.5 0.8 0.465
C 51.861000 33.211000 59.668000 0.5 -2.5 6.7 -0.615
C 50.944000 33.080000 60.864000 -1.9 2.5 0.7 -0.048
O 51.415000 34.037000 61.816000 1.8 -0.7 -0.7 -0.757
H 51.376000 32.667000 59.074000 -3.4 -4.9 -5.7 0.194
H 52.724000 32.698000 59.926000 2.3 -0.2 0.0 0.200
H 51.837000 34.085000 59.264000 0.7 5.8 -1.8 0.208
H 50.840000 32.042000 61.394000 0.0 1.6 -1.5 0.162
H 49.910000 33.620000 60.568000 1.6 -2.3 0.3 0.163
H 50.665000 34.132000 62.351000 -1.5 0.7 1.8 0.481
```
Forces are in eV/Å.

The value obtained for the gap between HOMO and LUMO is 9.67 eV. As for the multiplicity: 1. The energy above the lowest of the compared OMol25 structures with the same formula, charge and spin is 69.6 kcal per mole. The value obtained for the electronic energy is -1597.7705 Ha. As for the charge: -1.

The following is a DFT calculation (ωB97M-V/def2-TZVPD) of a structure of composition C16H39GaNO.

```
58
Properties=species:S:1:pos:R:3:forces:R:3:nbo_charge:R:1
C 1.520534 -4.994868 0.056291 -0.4 0.0 -0.2 -0.647
C 3.022692 -4.388136 -0.289848 -0.4 0.3 0.2 -0.419
C 3.111542 -3.737122 -1.825615 -0.6 -0.5 0.6 -0.428
C 3.657578 -2.174419 -1.816024 0.8 -0.3 -1.1 -0.426
C 2.643791 -1.121965 -2.562000 -0.8 1.1 0.2 -0.411
C 1.561620 -0.394877 -1.519508 0.7 -1.6 0.7 -0.413
C 0.598201 -1.608380 -0.910053 0.8 0.8 0.3 -0.436
C -0.672448 -1.063534 -0.029282 0.4 0.7 -0.4 -0.420
C -1.955310 -0.540412 -0.904613 -0.5 -0.3 0.1 -0.413
C -2.583143 -1.636851 -1.948416 -0.9 1.4 -0.4 -0.929
Ga -2.337351 -3.615619 -1.402096 -0.4 -0.3 -0.7 1.120
O -3.563071 -4.625298 -2.511597 0.6 0.9 -2.1 -1.174
H 0.815387 -4.208965 0.592248 1.6 -1.5 -1.2 0.225
H 0.964392 -5.266016 -0.964064 1.2 0.4 2.4 0.246
H 1.571088 -5.931747 0.784267 0.0 1.9 -1.7 0.200
H 3.829722 -5.254747 -0.142361 -1.7 2.1 -0.3 0.199
H 3.222535 -3.484183 0.462694 -0.2 -2.2 -1.5 0.195
H 3.788808 -4.458338 -2.492561 -1.4 1.8 1.4 0.203
H 2.006546 -3.773986 -2.268329 2.5 0.1 0.9 0.233
H 3.994764 -1.807525 -0.733744 -1.1 -0.8 -2.3 0.206
H 4.659275 -2.183696 -2.457238 -2.0 0.1 1.3 0.200
H 3.253810 -0.241290 -3.068753 -1.1 -1.9 0.9 0.196
H 1.974584 -1.640039 -3.398908 1.7 0.9 1.7 0.212
H 0.954089 0.463258 -2.034280 1.2 -1.6 1.0 0.210
H 2.215702 -0.016043 -0.598921 -1.5 -0.3 -2.0 0.184
H 0.320452 -2.298511 -1.813294 0.2 1.2 2.0 0.246
H 1.302820 -2.195539 -0.146049 -1.5 1.1 -1.8 0.199
H -1.000924 -1.881531 0.743904 0.5 1.5 -1.6 0.227
H -0.273718 -0.113210 0.573455 -0.8 -2.0 -1.0 0.180
H -2.818915 -0.296594 -0.117603 1.9 -0.3 -1.6 0.194
H -1.685477 0.434927 -1.494325 -0.4 -1.6 1.3 0.177
H -3.759699 -1.435144 -1.971205 2.4 -0.4 -0.1 0.204
H -2.225880 -1.460665 -3.066188 -0.5 -0.2 2.2 0.190
H -0.862785 -4.192896 -1.777099 -0.1 0.1 0.0 -0.404
H -2.743638 -3.956265 0.109671 0.0 0.1 0.1 -0.364
H -3.394196 -4.393295 -3.490010 -0.4 -0.5 2.4 0.438
C -0.811652 6.063858 3.542701 -0.2 0.0 0.0 -0.615
C -0.196751 5.121260 2.511303 -0.2 -0.2 0.2 -0.212
N -0.602872 3.720954 2.661951 0.2 -0.2 0.1 -0.456
C 0.194982 2.797531 1.845926 0.2 0.1 0.2 -0.210
C 0.088416 2.927121 0.330333 0.0 -0.2 -0.3 -0.642
C -2.042281 3.459649 2.669901 0.0 0.2 0.3 -0.218
C -2.845614 3.894939 1.448736 -0.3 -0.1 -0.3 -0.638
H -0.587509 5.737494 4.563650 -0.1 0.0 -0.1 0.208
H -0.402108 7.071601 3.415659 0.0 -0.1 0.0 0.206
H -1.897983 6.140743 3.431244 0.1 0.0 0.0 0.201
H 0.891372 5.188878 2.635015 -0.1 -0.3 -0.1 0.193
H -0.422694 5.502353 1.508405 0.0 0.1 -0.1 0.158
H -0.043265 1.764723 2.129804 -0.2 0.2 0.0 0.203
H 1.250060 2.925656 2.123514 -0.2 0.2 0.1 0.183
H -0.848665 2.511713 -0.047156 0.1 0.1 0.0 0.213
H 0.898807 2.361106 -0.144131 -0.1 0.0 0.1 0.221
H 0.176048 3.962976 -0.009536 0.0 -0.1 0.1 0.196
H -2.476427 3.946149 3.552451 0.2 0.1 -0.1 0.184
H -2.219049 2.390229 2.843435 0.3 0.1 -0.1 0.205
H -2.568735 4.891277 1.094450 0.0 -0.1 0.0 0.197
H -3.910780 3.924540 1.701175 0.1 0.0 0.0 0.208
H -2.736674 3.188771 0.622619 0.0 0.2 0.0 0.215
```
Forces are in eV/Å.

The value obtained for the gap between HOMO and LUMO is 7.12 eV. As for the multiplicity: 1. The value obtained for the electronic energy is -2687.6357 Ha. As for the charge: -1.

Question: What is the formula in the third record?
Answer: C16H39GaNO